1.
Molecular formula: C5H33N3O12
Method: DFT, the ωB97M-V functional and the def2-TZVPD basis

Structure (XYZ):
```
53
C5H33N3O12 (the ωB97M-V functional and the def2-TZVPD basis)
C 0.98199 -1.09703 0.33886
C 1.21337 -1.21261 -1.41152
C -0.07472 -1.16644 -2.02427
C -1.35118 -0.51876 -1.80955
N -2.20077 -0.76016 -2.83654
C -1.50025 -1.61774 -3.68434
N -0.26850 -1.79669 -3.29025
N 0.40816 -2.33763 0.86326
H 0.25232 -0.24858 0.52728
H 1.96097 -0.95454 0.92315
H 1.68756 -2.13576 -1.67090
H 1.97302 -0.43994 -1.51727
H -1.80566 0.05793 -1.03622
H -3.12925 -0.48322 -2.93051
H -2.04737 -2.17430 -4.43895
H 0.99920 -3.09249 0.67295
H -0.44637 -2.52768 0.26396
H -4.33977 -2.23699 0.37928
H -3.40486 -1.46040 -0.50695
O -4.06981 -2.30150 -0.49258
H 3.51254 2.86070 0.65848
H 3.00405 1.50294 0.22675
O 3.74266 2.08491 0.40557
H 4.11898 0.27110 1.29288
H 4.22630 -1.05117 1.89348
O 3.72633 -0.36730 1.62818
H 2.27898 2.02586 -1.77412
H 1.20143 0.96472 -1.22231
O 1.77907 1.76907 -1.03492
H -4.02438 0.76901 2.71269
H -3.32277 -0.44078 2.92679
O -4.01139 0.05722 3.24481
H 4.70152 -0.19996 -1.71146
H 5.11982 -0.94097 -0.58803
O 4.91235 -1.08241 -1.45330
H -1.69563 1.22825 4.68628
H -0.28457 1.46298 4.18822
O -0.84004 0.72653 4.51148
H -0.88701 -1.34909 2.30040
H -1.16227 -0.13818 3.13541
O -1.51215 -0.76440 2.35269
H -2.00413 1.43854 1.67885
H -2.72021 2.44135 1.23418
O -2.62503 2.01311 2.06950
H -3.41597 1.58671 -0.88426
H -4.54401 0.58305 -0.60240
O -3.61917 0.79844 -0.36683
H 0.62808 2.31728 0.68740
H -0.31492 3.50023 0.43402
O -0.22169 2.74847 0.93181
H 3.75435 0.98295 -3.72479
H 2.47115 -0.04107 -3.20480
O 3.18965 0.74648 -2.95153
```

**Gap between HOMO and LUMO (spin up / spin down)**: 9.001 / 4.728 eV
**Charge**: +1
**Multiplicity**: 2

These are the Löwdin partial charges, in e, on atoms 1 to 8:
1 C -0.140
2 C -0.066
3 C -0.171
4 C 0.052
5 N 0.151
6 C -0.059
7 N 0.141
8 N 0.029



2.
Molecular formula: C4H9NO2
Method: DFT, the ωB97M-V functional and the def2-TZVPD basis

Structure (XYZ):
```
16
C4H9NO2 (the ωB97M-V functional and the def2-TZVPD basis)
C -1.15072 0.72706 0.99578
O -1.40544 -0.38300 0.14592
C -0.89233 -0.22280 -1.15033
C 0.63855 -0.54218 -1.20975
N 1.15305 -0.87758 0.10325
C 1.48027 0.10785 0.97671
O 1.73288 1.26067 0.66686
H -0.17890 1.21341 0.84063
H -1.87356 1.52528 0.82912
H -1.24355 0.34947 2.02047
H -1.09114 0.79529 -1.51624
H -1.44282 -0.91893 -1.79339
H 1.21157 0.30924 -1.57845
H 0.83290 -1.38918 -1.87164
H 0.79414 -1.72966 0.51032
H 1.43509 -0.22494 2.03075
```

**Relative energy (zero: lowest compared OMol25 entry of this formula, charge and spin)**: 46.48 kcal per mole
**Gap between HOMO and LUMO**: 10.787 eV
**Charge**: 0
**Multiplicity**: 1

These are the Löwdin partial charges, in e, on atoms 1 to 8:
1 C -0.106
2 O -0.196
3 C -0.196
4 C -0.136
5 N 0.027
6 C -0.395
7 O -0.002
8 H 0.055



3.
Molecular formula: CH6N3O
Method: DFT, the ωB97M-V functional and the def2-TZVPD basis

Structure (XYZ):
```
11
CH6N3O (the ωB97M-V functional and the def2-TZVPD basis)
N -1.76125 -0.00662 -0.05880
O -0.69717 -0.89639 0.18659
C 0.46482 -0.22206 0.13843
N 1.60835 -0.91412 -0.01223
N 0.26204 1.10192 0.19372
H -2.55067 -0.51887 -0.50622
H -1.43908 0.86361 -0.56811
H 1.39938 -1.94993 -0.19294
H 2.44394 -0.73811 0.41006
H 0.74961 1.80131 -0.33038
H -0.47997 1.47926 0.73986
```

**Relative energy (zero: lowest compared OMol25 entry of this formula, charge and spin)**: 32.23 kcal per mole
**Gap between HOMO and LUMO**: 10.720 eV
**Charge**: +1
**Multiplicity**: 1

These are the Löwdin partial charges, in e, on atoms 1 to 8:
1 N 0.049
2 O 0.025
3 C -0.362
4 N 0.263
5 N 0.193
6 H 0.141
7 H 0.118
8 H 0.192